[1]
{
  "formula": "C2H3BiLiO2",
  "method": "ωB97M-V/def2-TZVPD",
  "species": ["H", "O", "C", "C", "O", "Li", "Bi", "H", "H"],
  "xyz": [[-1.9798, -2.7662, 1.9557], [1.3534, 0.3246, -1.4245], [0.4964, 1.1583, -1.0140], [-0.2247, 0.8311, 0.1698], [0.1004, -0.2719, 0.7759], [2.1127, -0.6582, 0.0142], [-0.9373, -1.9771, 0.7146], [0.3058, 2.1141, -1.5225], [-1.2269, 1.2452, 0.3308]],
  "forces_ev_per_angstrom": [[0.172, 0.869, 0.890], [-0.862, 1.196, 0.817], [1.593, -0.681, -0.818], [-2.110, 1.587, -1.503], [2.010, 0.168, 2.685], [0.500, 0.325, -0.432], [-1.810, -3.385, -1.916], [0.007, -0.331, -0.043], [0.499, 0.251, 0.322]],
  "lowdin_spin": [0.00, 0.22, 0.09, 0.42, 0.17, 0.00, 0.08, 0.00, 0.02],
  "s2": 0.789,
  "total_charge": 2,
  "e_lumo_ha": [-0.469, -0.465],
  "max_force_ev_per_a": 4.3,
  "energy_ev": -12240.533,
  "homo_lumo_gap_ev": [5.00, 6.75],
  "multiplicity": 2
}

***

[2]
{
  "formula": "C37H44GdN5P2S2",
  "method": "ωB97M-V/def2-TZVPD",
  "species": ["Gd", "C", "C", "N", "C", "C", "S", "C", "C", "N", "H", "H", "H", "H", "H", "H", "H", "H", "H", "H", "H", "H", "H", "H", "N", "P", "C", "C", "C", "C", "C", "C", "C", "C", "C", "C", "C", "C", "P", "C", "C", "C", "C", "C", "C", "C", "C", "C", "C", "C", "C", "H", "H", "H", "H", "H", "H", "H", "H", "H", "H", "H", "H", "H", "H", "H", "H", "H", "H", "H", "H", "H", "N", "C", "S", "N", "C", "C", "C", "C", "C", "C", "H", "H", "H", "H", "H", "H", "H", "H", "H"],
  "xyz": [[0.0000, 0.0000, 0.0000], [-0.9589, 2.4612, 0.8047], [-0.9349, 2.4562, -0.8019], [-0.4776, 1.5013, -1.5671], [1.4803, 1.9129, -1.4844], [2.2619, 1.9477, -0.0900], [2.1109, 0.1337, 1.3560], [1.3108, 1.1529, 2.4158], [-0.2325, 0.8548, 2.6198], [-0.9665, 1.2665, 1.4661], [-0.0556, 2.9678, 1.1465], [-1.7859, 3.1155, 1.1509], [-1.9434, 2.1079, -1.1007], [-0.8169, 3.4880, -1.1884], [-0.2727, 1.3120, -2.4648], [2.0265, 1.1464, -2.0871], [1.6347, 2.8867, -2.0080], [3.3308, 2.1569, -0.3198], [1.9405, 2.8455, 0.4623], [1.8258, 0.7847, 3.3253], [1.4909, 2.2422, 2.4532], [-0.3226, -0.2301, 2.8529], [-0.6024, 1.4157, 3.5040], [-2.1073, 0.8093, 1.5578], [0.7913, -1.3593, -2.3019], [2.0142, -0.0986, -1.8943], [3.0150, -0.3661, -3.4123], [2.9750, 0.6124, -4.4186], [3.6846, 0.4444, -5.6108], [4.4447, -0.7044, -5.8146], [4.4947, -1.6861, -4.8284], [3.7825, -1.5203, -3.6375], [3.0130, -0.9235, -0.6082], [4.3200, -0.4526, -0.3745], [5.1254, -1.0071, 0.6231], [4.6344, -2.0387, 1.4155], [3.3385, -2.5075, 1.2140], [2.5317, -1.9488, 0.2160], [-0.9178, -1.7863, -1.8849], [-1.1267, -3.0121, -3.2450], [-1.6658, -4.2724, -2.9476], [-1.8187, -5.2374, -3.9480], [-1.4344, -4.9561, -5.2575], [-0.8972, -3.7107, -5.5696], [-0.7441, -2.7467, -4.5709], [-1.8620, -0.3869, -2.6061], [-1.3196, 0.6438, -3.3830], [-2.1221, 1.6755, -3.8833], [-3.4896, 1.6878, -3.6228], [-4.0542, 0.6696, -2.8636], [-3.2484, -0.3553, -2.3584], [1.2911, -2.2375, -2.4448], [2.3805, 1.5142, -4.2871], [3.6382, 1.2094, -6.3814], [4.9945, -0.8368, -6.7426], [5.0838, -2.5860, -4.9855], [3.8339, -2.3103, -2.8918], [4.7265, 0.3629, -0.9713], [6.1304, -0.6251, 0.7825], [5.2559, -2.4682, 2.1966], [2.9466, -3.3027, 1.8431], [1.5168, -2.3207, 0.1103], [-1.9707, -4.5178, -1.9328], [-2.2376, -6.2100, -3.7035], [-1.5531, -5.7065, -6.0346], [-0.5945, -3.4847, -6.5888], [-0.3159, -1.7834, -4.8407], [-0.2633, 0.6608, -3.6280], [-1.6751, 2.4659, -4.4794], [-4.1122, 2.4873, -4.0148], [-5.1225, 0.6676, -2.6622], [-3.7200, -1.1395, -1.7696], [1.3447, -2.2944, 2.7378], [0.4457, -2.5527, 1.7690], [-1.0175, -1.7618, 1.7618], [0.7635, -3.4150, 0.7751], [1.7861, -4.3783, 0.6606], [2.0166, -4.9122, -0.6138], [3.0017, -5.8824, -0.8145], [3.7533, -6.3434, 0.2625], [3.5123, -5.8405, 1.5389], [2.5289, -4.8657, 1.7383], [1.1079, -1.5446, 3.3769], [2.3248, -2.3555, 2.4932], [0.1149, -3.3708, -0.0038], [1.4439, -4.5671, -1.4711], [3.1784, -6.2790, -1.8110], [4.5153, -7.1034, 0.1106], [4.0778, -6.2194, 2.3866], [2.3297, -4.5481, 2.7565], [-2.0785, 0.0000, 0.0000]],
  "forces_ev_per_angstrom": [[-1.461, -2.848, -0.320], [0.963, 3.385, -0.491], [-4.914, 4.089, 1.047], [8.063, -1.256, 3.872], [0.542, 3.471, 2.960], [-0.790, 1.449, -2.610], [1.900, 0.906, 0.027], [-1.808, 1.476, 4.514], [2.231, 2.471, 2.629], [-6.068, -4.456, 2.680], [0.067, 0.427, -0.268], [0.306, -0.174, -0.795], [-1.380, 1.324, 0.729], [0.086, -0.227, 0.504], [0.139, 1.431, -2.777], [1.046, 7.993, -2.380], [-0.836, -0.487, -0.221], [-0.529, -0.751, 0.171], [-0.227, -0.518, -0.247], [-0.781, 0.670, 0.441], [0.185, -0.451, -0.462], [-0.334, 1.627, -0.375], [0.422, -0.193, -0.191], [4.318, 1.528, -0.907], [0.099, 0.684, 0.357], [0.233, -14.469, -0.182], [0.296, 1.229, -0.518], [0.111, -0.144, -0.057], [-0.157, -0.054, 0.158], [-0.111, 0.119, 0.103], [-0.378, 0.174, 0.269], [0.041, -0.180, 0.213], [1.912, -0.320, -0.443], [0.646, -0.115, -0.121], [-0.229, 0.298, -0.564], [-0.307, -0.129, -0.105], [2.252, 1.412, -1.106], [1.808, 0.921, -2.167], [0.049, -0.405, -1.935], [0.033, -0.593, -0.061], [0.075, -0.024, -0.035], [0.056, 0.189, -0.043], [-0.074, -0.042, 0.252], [0.051, 0.300, 0.397], [0.019, -0.002, -0.123], [-0.650, 0.187, -0.757], [-2.499, -1.361, -2.373], [-0.040, -0.265, -0.197], [0.236, 0.060, -0.006], [0.259, -0.420, 0.110], [0.093, 0.107, -0.228], [0.002, 0.035, -0.291], [0.103, 0.002, -0.022], [-0.001, -0.114, 0.165], [-0.076, 0.048, 0.168], [-0.129, 0.152, 0.093], [0.024, 0.166, 0.027], [-0.031, -0.176, 0.043], [-0.185, -0.058, -0.087], [-0.095, 0.048, -0.088], [1.826, 1.252, -0.948], [1.885, 1.597, -1.174], [0.024, 0.077, -0.081], [0.062, 0.189, -0.003], [0.009, 0.113, 0.144], [-0.058, -0.012, 0.187], [-0.084, -0.100, 0.105], [0.110, -0.599, -0.857], [-0.039, -0.100, 0.040], [0.123, -0.119, 0.052], [0.214, -0.040, -0.016], [0.194, 0.135, 0.012], [-1.411, -0.062, 0.853], [0.185, -0.793, 1.679], [-1.770, -2.269, -0.631], [-2.562, -2.328, 1.743], [-0.545, -2.559, -0.856], [0.146, 0.195, 0.411], [0.087, 0.060, 0.319], [-0.021, 0.055, -0.273], [-0.561, 0.343, -0.054], [-0.444, -2.577, 0.018], [-0.182, -0.456, -0.033], [-0.627, 0.427, 0.953], [-0.375, -0.417, 0.283], [-0.116, 0.013, 0.085], [-0.087, 0.078, 0.175], [-0.141, 0.146, 0.029], [-0.150, 0.126, -0.119], [-0.146, -0.112, -0.031], [-0.123, -0.407, -0.387]],
  "lowdin_spin": [5.21, 0.00, 0.02, 0.10, 0.21, 0.34, 0.32, 0.03, 0.00, -0.05, 0.00, 0.00, 0.01, 0.00, 0.00, 0.06, 0.04, 0.01, 0.01, 0.00, 0.01, 0.00, 0.00, 0.00, 0.12, 0.32, 0.00, 0.00, 0.00, 0.00, 0.00, 0.00, 0.04, 0.04, -0.01, 0.03, 0.00, 0.04, 0.00, 0.01, 0.00, 0.00, 0.00, 0.00, 0.00, 0.00, 0.00, 0.00, 0.00, 0.01, 0.00, 0.01, 0.00, 0.00, 0.00, 0.00, 0.00, 0.00, 0.00, 0.00, 0.00, 0.00, 0.00, 0.00, 0.00, 0.00, 0.00, 0.00, 0.00, 0.00, 0.00, 0.00, 0.02, 0.01, -0.01, 0.00, 0.00, 0.00, 0.00, 0.00, 0.00, 0.00, 0.00, 0.00, 0.00, 0.00, 0.00, 0.00, 0.00, 0.00, -0.01],
  "s2": 15.914,
  "total_charge": 2,
  "e_lumo_ha": [-0.227, -0.252],
  "max_force_ev_per_a": 14.5,
  "energy_ev": -107577.005,
  "homo_lumo_gap_ev": [5.07, 5.59],
  "multiplicity": 8
}